This record from OMol25 describes 2 unconnected molecules or ions with the total composition C5H9BO at a distorted geometry. The level of theory is ωB97M-V/def2-TZVPD.

Each line ends with the natural charge from an NBO analysis.
CARTESIAN COORDINATES (ANGSTROEM)
B (0.033, 0.204, -0.003)  1.07
C (0.181, 0.870, 1.364)  -0.69
C (0.137, -0.110, 2.276)  -0.04
C (-0.395, -1.324, 0.225)  -0.82
C (-0.112, -1.491, 1.775)  -0.44
C (1.652, 2.398, -1.410)  -0.25
O (0.663, 1.463, -1.793)  -0.73
H (0.434, 1.860, 1.813)  0.25
H (0.116, 0.214, 3.295)  0.21
H (-1.497, -1.275, 0.135)  0.26
H (-0.086, -2.200, -0.289)  0.26
H (0.719, -2.096, 1.868)  0.23
H (-0.925, -1.891, 2.405)  0.22
H (1.161, 3.220, -0.831)  0.14
H (2.169, 2.750, -2.347)  0.18
H (2.276, 1.866, -0.673)  0.15

The value obtained for the energy above the lowest of the compared OMol25 structures with the same formula, charge and spin is 94.9 kcal/mol. The HOMO-LUMO gap is 8.22 eV.


This record from OMol25 describes 2 unconnected molecules or ions with the total composition C5H9Br2Cl at a distorted geometry. The level of theory is ωB97M-V/def2-TZVPD.

Each line ends with the natural charge from an NBO analysis.
CARTESIAN COORDINATES (ANGSTROEM)
C (-0.342, -1.195, -0.999)  -0.68
C (-1.175, -0.121, 1.143)  -0.68
C (-0.313, 1.296, -0.804)  -0.48
C (1.712, -0.039, 0.632)  -0.38
C (-0.316, -0.016, -0.072)  0.14
Cl (1.837, -1.453, 1.640)  -0.01
Br (-0.042, 2.850, 0.353)  -0.02
Br (2.871, -0.064, -0.883)  0.05
H (-0.197, -2.118, -0.441)  0.23
H (0.433, -1.119, -1.758)  0.23
H (-1.306, -1.252, -1.508)  0.22
H (-1.043, 0.731, 1.807)  0.23
H (-2.223, -0.144, 0.835)  0.22
H (-0.961, -1.034, 1.692)  0.23
H (-1.268, 1.473, -1.305)  0.23
H (0.488, 1.335, -1.542)  0.24
H (1.844, 0.869, 1.208)  0.22

The value obtained for the energy above the lowest of the compared OMol25 structures with the same formula, charge and spin is 11.2 kcal/mol. The HOMO-LUMO gap is 9.67 eV.


This record from OMol25 describes a gas-phase ion, C5H9Br2N2 (charge +1) at a distorted geometry. The level of theory is ωB97M-V/def2-TZVPD.

Each line ends with the natural charge from an NBO analysis.
CARTESIAN COORDINATES (ANGSTROEM)
Br (2.586, -1.962, -0.043)  0.19
N (1.518, -0.723, 1.005)  -0.75
C (1.440, 0.748, 0.621)  -0.24
C (0.129, 0.806, -0.146)  -0.05
C (-1.193, 0.661, 0.659)  -0.43
C (-1.993, -0.304, -0.247)  -0.06
Br (-3.765, -0.605, 0.038)  0.22
C (-1.265, -0.768, -1.205)  -0.12
N (0.067, -0.266, -1.120)  -0.53
H (1.770, -1.060, 1.952)  0.42
H (2.261, 0.948, -0.032)  0.22
H (1.327, 1.353, 1.539)  0.26
H (0.029, 1.734, -0.597)  0.23
H (-1.029, 0.247, 1.613)  0.24
H (-1.622, 1.586, 0.696)  0.24
H (-1.414, -1.453, -2.040)  0.26
H (0.626, -1.016, -0.743)  0.46
H (0.526, 0.076, -1.952)  0.44

The value obtained for the energy above the lowest of the compared OMol25 structures with the same formula, charge and spin is 51.5 kcal/mol. The HOMO-LUMO gap is 9.69 eV. As for the total charge: +1. The SMILES is BrNC[C@@H]1CC(Br)=C[NH2+]1.


This record from OMol25 describes a molecular structure, C5H9Br3Cl8 at a distorted geometry. The level of theory is ωB97M-V/def2-TZVPD.

Each line ends with the natural charge from an NBO analysis.
CARTESIAN COORDINATES (ANGSTROEM)
C (-3.534, -0.448, -1.579)  -0.41
Cl (-3.076, -1.219, -3.196)  -0.11
Cl (-4.339, -1.638, -0.622)  0.01
H (-2.662, 0.041, -1.146)  0.16
H (-4.214, 0.334, -1.918)  0.22
C (0.111, -0.668, 0.385)  -0.33
Cl (0.525, 1.045, 0.838)  -0.01
Cl (-1.558, -0.723, -0.200)  0.03
H (0.798, -1.009, -0.390)  0.22
H (0.278, -1.294, 1.262)  0.16
C (1.922, -3.286, 3.246)  -0.38
Cl (2.783, -4.659, 2.597)  0.01
Cl (0.864, -2.452, 1.967)  -0.02
H (1.259, -3.624, 4.043)  0.22
H (2.605, -2.558, 3.683)  0.23
C (2.489, 2.365, -0.319)  -0.41
Cl (2.737, 3.833, -1.284)  -0.02
Cl (3.407, 2.395, 1.252)  -0.07
H (1.442, 2.193, -0.070)  0.20
H (2.942, 1.544, -0.874)  0.21
C (-0.864, 1.872, -1.566)  -0.44
Br (-1.312, 1.554, -3.439)  0.14
Br (-2.618, 1.672, -0.480)  0.09
Br (0.111, 3.559, -0.950)  0.11
H (-0.097, 1.170, -1.240)  0.18

The HOMO-LUMO gap is 8.39 eV.


This record from OMol25 describes a molecular structure, C5H9BrCdN5P at a distorted geometry. The level of theory is ωB97M-V/def2-TZVPD.

Each line ends with the natural charge from an NBO analysis.
CARTESIAN COORDINATES (ANGSTROEM)
N (4.019, 0.932, 1.312)  -1.28
P (3.699, 0.273, -0.160)  1.21
C (1.872, -0.190, -0.232)  0.00
N (1.062, 0.737, 0.321)  -0.15
N (-0.208, 0.422, 0.298)  -0.12
C (-0.502, -0.762, -0.328)  0.39
C (-2.036, -1.127, -0.397)  -0.45
C (-2.904, -0.119, 0.456)  -0.44
C (-3.355, 1.154, -0.356)  -0.44
Br (-2.407, 2.808, 0.144)  0.07
N (0.339, -1.681, -0.896)  -0.12
N (1.609, -1.384, -0.818)  -0.16
H (3.161, 0.947, 1.876)  0.45
H (3.998, 1.277, -1.146)  0.09
H (4.522, -0.905, -0.351)  -0.19
H (-2.103, -2.138, 0.072)  0.26
H (-2.313, -1.140, -1.473)  0.26
H (-3.845, -0.679, 0.696)  0.25
H (-2.445, 0.125, 1.438)  0.24
H (-4.431, 1.322, -0.103)  0.25
H (-3.293, 1.018, -1.458)  0.23
Cd (5.559, -0.887, 1.107)  1.65

The HOMO-LUMO gap is 1.84 eV. As for the total charge: +2.


This record from OMol25 describes a molecular structure, C5H9CdMgO4 at a distorted geometry. The level of theory is ωB97M-V/def2-TZVPD.

Each line ends with the natural charge from an NBO analysis.
CARTESIAN COORDINATES (ANGSTROEM)
O (1.851, -0.670, 0.966)  -1.11
C (1.523, -1.900, 0.536)  0.11
C (0.410, -2.143, -0.182)  0.01
O (-0.659, -1.280, -0.119)  -0.61
C (-0.872, -0.225, -1.084)  -0.17
C (-2.081, 0.510, -0.558)  -0.12
O (-1.715, 1.149, 0.676)  -0.67
C (-2.679, 1.996, 1.271)  -0.25
Mg (0.222, 0.640, 1.111)  1.79
H (2.363, -2.593, 0.431)  0.19
H (0.323, -2.959, -0.899)  0.21
H (-1.080, -0.651, -2.072)  0.22
H (-2.902, -0.179, -0.305)  0.21
H (-2.389, 1.291, -1.269)  0.22
H (-2.195, 2.511, 2.108)  0.20
H (-3.039, 2.739, 0.545)  0.21
H (-3.503, 1.367, 1.639)  0.20
Cd (2.915, 0.905, 0.702)  1.63
O (1.386, 1.410, -0.276)  -1.56
H (0.369, 0.662, -1.508)  0.31

The value obtained for the energy above the lowest of the compared OMol25 structures with the same formula, charge and spin is 56.1 kcal/mol. The HOMO-LUMO gap is 6.43 eV. As for the total charge: +1.


This record from OMol25 describes a molecular structure, C5H9CeO4 at a distorted geometry. The level of theory is ωB97M-V/def2-TZVPD.

Each line ends with the Löwdin spin population.
CARTESIAN COORDINATES (ANGSTROEM)
O (2.404, 1.808, 0.422)  0.15
C (3.499, 1.313, 0.054)  0.14
C (3.588, 0.019, -0.543)  0.61
H (4.428, 1.832, 0.336)  0.01
H (4.387, -0.659, -0.239)  0.03
H (2.987, -0.164, -1.444)  0.03
O (0.660, -0.998, 0.153)  0.01
O (-1.569, 1.771, -0.069)  -0.01
C (-2.747, 1.041, -0.012)  0.00
C (-2.487, -0.456, -0.173)  0.00
O (-1.516, -0.837, 0.805)  0.00
C (-0.455, -1.739, 0.389)  0.00
Ce (0.179, 0.979, 0.655)  1.02
H (-3.461, 1.334, -0.806)  0.00
H (-3.275, 1.193, 0.952)  0.00
H (-2.080, -0.653, -1.181)  0.00
H (-3.406, -1.049, -0.039)  0.00
H (-0.326, -2.434, 1.238)  0.00
H (-0.809, -2.300, -0.498)  0.00

The value obtained for the energy above the lowest of the compared OMol25 structures with the same formula, charge and spin is 0.0 kcal/mol. The HOMO-LUMO gap (spin up / spin down) is 8.85 / 7.63 eV. As for the spin multiplicity: 3. As for the total charge: +1.


This record from OMol25 describes a single C5H9Cl molecule at a distorted geometry. The level of theory is ωB97M-V/def2-TZVPD.

Each line ends with the natural charge from an NBO analysis.
CARTESIAN COORDINATES (ANGSTROEM)
C (1.046, 1.883, -0.066)  -0.63
C (0.990, 0.368, 0.264)  -0.20
C (1.373, -0.989, -0.647)  -0.42
C (0.301, -1.665, 0.210)  -0.39
C (-0.307, -0.229, 0.731)  -0.25
Cl (-1.680, 0.221, -0.225)  -0.03
H (2.098, 2.096, -0.336)  0.22
H (0.870, 2.432, 0.960)  0.22
H (0.351, 2.238, -0.901)  0.22
H (1.771, 0.207, 1.064)  0.21
H (0.867, -0.806, -1.609)  0.20
H (2.376, -1.445, -0.741)  0.22
H (0.737, -2.261, 1.054)  0.21
H (-0.484, -2.170, -0.416)  0.22
H (-0.445, -0.250, 1.799)  0.22

The value obtained for the energy above the lowest of the compared OMol25 structures with the same formula, charge and spin is 34.7 kcal/mol. The HOMO-LUMO gap is 10.69 eV. The SMILES is C[C@@H]1CC[C@@H]1Cl.


This record from OMol25 describes a single C5H9Cl molecule at a distorted geometry. The level of theory is ωB97M-V/def2-TZVPD.

Each line ends with the natural charge from an NBO analysis.
CARTESIAN COORDINATES (ANGSTROEM)
C (-1.104, 1.243, -0.929)  -0.65
C (0.392, 1.068, -0.914)  -0.23
C (1.053, 0.281, -0.055)  0.02
Cl (2.803, 0.015, -0.247)  -0.04
C (0.425, -0.378, 1.170)  -0.46
C (-0.149, -1.664, 0.573)  -0.60
H (-1.637, 0.672, -0.182)  0.22
H (-1.447, 1.031, -1.931)  0.23
H (-1.377, 2.332, -0.791)  0.22
H (0.945, 1.654, -1.660)  0.22
H (-0.270, 0.327, 1.612)  0.22
H (1.187, -0.635, 1.970)  0.23
H (0.718, -2.318, 0.381)  0.22
H (-0.815, -2.194, 1.307)  0.21
H (-0.724, -1.434, -0.305)  0.21

The value obtained for the energy above the lowest of the compared OMol25 structures with the same formula, charge and spin is 14.1 kcal/mol. The HOMO-LUMO gap is 9.99 eV. The SMILES is C/C=C(/Cl)CC.


This record from OMol25 describes a single C5H9Cl molecule at a distorted geometry. The level of theory is ωB97M-V/def2-TZVPD.

Each line ends with the natural charge from an NBO analysis.
CARTESIAN COORDINATES (ANGSTROEM)
C (0.894, -1.558, 1.593)  -0.43
C (0.662, -0.266, 1.219)  0.01
Cl (1.757, 1.057, 1.596)  -0.02
C (-0.649, 0.179, 0.630)  -0.46
C (-0.612, 1.005, -0.693)  -0.40
C (-0.096, 0.202, -1.865)  -0.61
H (1.663, -1.732, 2.340)  0.21
H (0.325, -2.435, 1.270)  0.22
H (-1.100, 0.846, 1.331)  0.22
H (-1.314, -0.704, 0.644)  0.22
H (-0.105, 1.972, -0.484)  0.21
H (-1.600, 1.283, -0.966)  0.20
H (-0.793, -0.536, -2.271)  0.21
H (0.103, 0.939, -2.747)  0.21
H (0.865, -0.251, -1.596)  0.21

The value obtained for the energy above the lowest of the compared OMol25 structures with the same formula, charge and spin is 18.5 kcal/mol. The HOMO-LUMO gap is 10.28 eV. The SMILES is C=C(Cl)CCC.


This record from OMol25 describes 2 unconnected molecules or ions with the total composition C5H9Cl2F at a distorted geometry. The level of theory is ωB97M-V/def2-TZVPD.

Each line ends with the natural charge from an NBO analysis.
CARTESIAN COORDINATES (ANGSTROEM)
C (0.629, 0.850, -1.170)  -0.67
C (0.535, 0.538, 1.460)  -0.68
C (0.734, -1.422, -0.085)  -0.67
C (0.342, 0.044, 0.091)  0.20
C (-1.841, 0.005, -0.255)  0.20
F (-2.008, 0.174, -1.569)  -0.36
Cl (-2.590, -1.504, 0.197)  -0.01
Cl (-2.440, 1.453, 0.509)  -0.02
H (1.679, 0.989, -1.316)  0.22
H (0.049, 1.777, -1.209)  0.23
H (0.254, 0.274, -1.937)  0.22
H (0.764, 1.604, 1.590)  0.23
H (1.567, 0.071, 1.798)  0.21
H (-0.231, 0.295, 2.159)  0.25
H (1.505, -1.557, 0.694)  0.21
H (-0.062, -2.147, 0.084)  0.24
H (1.115, -1.446, -1.042)  0.21

The value obtained for the energy above the lowest of the compared OMol25 structures with the same formula, charge and spin is 60.6 kcal/mol. The HOMO-LUMO gap is 9.55 eV.


This record from OMol25 describes a molecular structure, C5H9Cl2N at a distorted geometry. The level of theory is ωB97M-V/def2-TZVPD.

Each line ends with the natural charge from an NBO analysis.
CARTESIAN COORDINATES (ANGSTROEM)
C (-1.127, 0.840, 0.120)  -0.27
C (0.216, 0.239, 0.317)  -0.23
C (0.636, -0.923, 1.213)  -0.41
C (0.511, -1.856, -0.190)  -0.43
C (0.640, -0.551, -1.011)  -0.07
H (-2.210, 3.217, 0.006)  0.35
H (0.100, 2.616, -0.440)  0.33
H (-1.297, 0.944, 1.180)  0.19
H (-1.724, 0.122, -0.355)  0.20
H (0.650, 1.197, 0.607)  0.22
H (-0.175, -1.040, 1.875)  0.21
H (1.551, -1.119, 1.874)  0.25
H (1.456, -2.458, -0.259)  0.23
H (-0.273, -2.525, -0.345)  0.23
N (-1.227, 2.132, -0.574)  -0.78
Cl (-0.097, -0.530, -2.542)  0.05
Cl (2.369, -0.305, -1.476)  -0.06

The value obtained for the energy above the lowest of the compared OMol25 structures with the same formula, charge and spin is 151.0 kcal/mol. The HOMO-LUMO gap is 9.32 eV.


This record from OMol25 describes 2 unconnected molecules or ions with the total composition C5H9Cl2NSi at a distorted geometry. The level of theory is ωB97M-V/def2-TZVPD.

Each line ends with the natural charge from an NBO analysis.
CARTESIAN COORDINATES (ANGSTROEM)
C (0.052, -1.305, -3.001)  -0.21
C (-0.378, 1.640, 1.509)  -0.63
C (1.715, -0.021, 0.400)  -0.60
C (-0.745, 0.777, 0.332)  -0.41
C (0.213, -0.473, 0.204)  -0.72
N (0.348, -1.031, -4.084)  -0.20
Si (-0.216, -1.716, -1.163)  1.66
Cl (-0.066, -3.590, -0.624)  -0.27
Cl (-3.564, -1.188, -1.402)  -0.66
H (0.694, 1.565, 1.787)  0.20
H (-0.910, 1.389, 2.418)  0.22
H (-0.616, 2.697, 1.232)  0.23
H (1.818, -0.131, 1.445)  0.22
H (2.440, -0.601, -0.084)  0.21
H (1.902, 1.039, 0.134)  0.23
H (-1.775, 0.411, 0.357)  0.26
H (-0.864, 1.554, -0.580)  0.22
H (-0.048, -1.016, 1.119)  0.25

The value obtained for the energy above the lowest of the compared OMol25 structures with the same formula, charge and spin is 102.2 kcal/mol. The HOMO-LUMO gap is 6.87 eV.


This record from OMol25 describes 2 unconnected molecules or ions with the total composition C5H9Cl4O2P at a distorted geometry. The level of theory is ωB97M-V/def2-TZVPD.

Each line ends with the natural charge from an NBO analysis.
CARTESIAN COORDINATES (ANGSTROEM)
C (-2.013, -0.164, -1.943)  -0.65
C (2.669, 1.756, 2.262)  -0.41
C (-0.883, -1.096, -1.568)  -0.06
C (0.614, 0.040, -0.069)  0.04
C (1.940, 0.669, 0.021)  -0.39
O (3.430, -1.377, -1.477)  -1.02
O (0.341, -0.248, -1.338)  -0.52
P (3.346, -0.567, -0.254)  1.72
Cl (-0.533, 1.393, 0.507)  -0.15
Cl (2.168, 1.913, -1.154)  0.05
Cl (4.948, 0.590, -0.124)  -0.25
Cl (3.395, -1.629, 1.398)  -0.24
H (-2.872, -0.792, -2.340)  0.21
H (-2.368, 0.489, -1.167)  0.23
H (-1.854, 0.320, -2.892)  0.23
H (3.733, 1.840, 1.934)  0.20
H (2.122, 2.720, 2.321)  0.21
H (2.345, 0.801, 2.711)  0.20
H (-0.576, -1.669, -2.413)  0.21
H (-1.113, -1.685, -0.669)  0.19
H (0.590, -0.783, 0.731)  0.21

The value obtained for the energy above the lowest of the compared OMol25 structures with the same formula, charge and spin is 71.7 kcal/mol. The HOMO-LUMO gap (spin up / spin down) is 7.87 / 8.77 eV.


This record from OMol25 describes 3 unconnected molecules or ions with the total composition C5H9Cl7. The level of theory is ωB97M-V/def2-TZVPD.

Each line ends with the natural charge from an NBO analysis.
CARTESIAN COORDINATES (ANGSTROEM)
Cl (1.556, -1.846, 2.910)  0.03
C (1.659, -0.237, 2.230)  -0.29
Cl (3.334, 0.243, 1.952)  0.02
Cl (0.812, 0.927, 3.251)  0.02
H (1.167, -0.241, 1.266)  0.22
Cl (-3.194, 0.840, 3.772)  -0.06
C (-2.848, 0.291, 2.113)  -0.39
C (-3.208, -1.151, 1.897)  -0.38
Cl (-1.955, -2.248, 2.551)  -0.07
H (-1.789, 0.452, 1.931)  0.23
H (-3.416, 0.921, 1.430)  0.22
H (-3.282, -1.349, 0.829)  0.22
H (-4.138, -1.417, 2.387)  0.23
Cl (2.327, 1.135, -5.595)  -0.05
C (1.702, 0.238, -4.193)  -0.38
C (2.132, 0.947, -2.935)  -0.38
Cl (1.320, 0.212, -1.528)  -0.08
H (2.130, -0.759, -4.251)  0.22
H (0.621, 0.172, -4.269)  0.22
H (1.865, 2.000, -2.962)  0.22
H (3.205, 0.869, -2.786)  0.22

The value obtained for the energy above the lowest of the compared OMol25 structures with the same formula, charge and spin is 0.0 kcal/mol. The HOMO-LUMO gap is 11.29 eV. The SMILES is ClC(Cl)Cl.ClCCCl.ClCCCl.